## w
Density functional theory data (ωB97M-V/def2-TZVPD) for a structure of composition C7H6O.

The geometry in XYZ format:
```
14
Properties=species:S:1:pos:R:3:mulliken_charge:R:1
O -1.93 -0.95 -0.07 -0.484
C -2.08 0.50 0.09 -0.077
C 1.66 0.59 0.02 -0.319
C -0.62 -0.83 -0.06 0.545
C 0.48 1.33 -0.06 -0.764
C 1.72 -0.80 0.10 -0.367
C -0.62 0.56 0.14 0.224
C 0.49 -1.58 0.03 -0.734
H 2.68 -1.19 -0.03 0.404
H -2.51 0.95 -0.82 0.220
H 2.62 1.01 -0.09 0.387
H 0.32 2.42 -0.18 0.327
H 0.47 -2.64 -0.06 0.424
H -2.68 0.62 0.99 0.214
```

Results
HOMO-LUMO gap	9.45	eV
lowest unoccupied orbital energy	0.962	eV
multiplicity	1
HOMO level	-8.5	eV

## x
Density functional theory data (ωB97M-V/def2-TZVPD) for the molecule C7H6O.

The geometry in XYZ format:
```
14
Properties=species:S:1:pos:R:3:mulliken_charge:R:1
O -0.32 0.37 1.19 -0.404
C -0.23 -3.04 0.76 -0.360
C 0.11 -1.92 0.08 -0.737
C -0.46 1.33 0.19 0.200
C 1.44 0.40 -0.07 -0.501
C 0.08 -0.41 0.15 1.198
C 0.94 1.68 -0.06 -0.589
C -1.02 0.28 -0.80 -0.704
H -0.71 0.49 -1.97 0.220
H -2.13 0.06 -0.81 0.306
H -1.20 2.12 0.49 0.443
H -0.71 -3.98 0.99 0.362
H 1.67 2.60 0.07 0.277
H 2.54 0.01 -0.21 0.290
```

Results
HOMO-LUMO gap	9.73	eV
lowest unoccupied orbital energy	0.579	eV
multiplicity	1
HOMO level	-9.1	eV

Which one sits at the bottom of the stability order? x does.